Record 1
This record from the Open Molecules 2025 dataset describes a molecular structure, C18H35Br3F8O9P2. The level of theory is wB97M-V/def2-TZVPD.

XYZ file:
```
75
Properties=species:S:1:pos:R:3:forces:R:3
Br 0.9941 3.7666 0.5234 0.88 -0.47 0.76
Br 4.0784 2.8683 0.1902 -0.92 0.03 0.90
Br 3.0774 4.0900 3.0929 -0.43 -0.78 -1.34
P 1.2532 -3.9553 -0.0538 0.35 -0.84 0.02
P -2.1894 3.0226 -3.5951 -1.13 -0.46 -1.02
F -3.8819 1.7231 5.1932 0.25 0.68 0.35
F -5.6518 1.5666 2.8242 -0.12 -0.64 1.33
F -4.0132 2.9209 2.6511 0.57 0.10 1.14
F -4.0656 -0.2210 4.3611 -0.94 -0.33 -0.36
F 0.8227 0.1604 5.6993 -0.84 0.58 -0.46
F 0.4376 0.4818 3.5678 0.47 0.50 -0.16
F -0.1752 2.9112 6.1861 -1.28 -0.70 2.14
F -0.5023 3.0536 4.0948 -1.28 -0.07 -1.06
O -3.0847 2.0980 -2.6307 0.83 0.23 -0.86
O -2.2413 0.8496 3.8391 -0.76 1.35 0.34
O -2.0334 2.0321 -4.8743 -0.64 1.72 1.56
O 1.6866 -2.4012 -0.2746 -0.46 -1.57 0.07
O -0.0419 -4.2340 0.6076 1.06 0.73 -0.70
O 1.3929 -4.6559 -1.5292 0.55 1.44 1.94
O -0.7266 3.1135 -2.8997 -2.35 -0.47 -0.01
O 2.5289 -4.5744 0.7636 -0.32 0.11 -1.12
O -2.8198 4.3040 -3.9661 0.87 -0.79 0.36
C 1.2621 -1.4132 0.6742 -0.04 1.00 -0.04
C 3.4789 -5.7237 2.7782 0.00 1.08 -1.53
C -3.5121 2.5862 -1.3711 1.08 0.77 0.77
C 2.5856 -5.7414 -3.2858 -0.29 0.04 -0.53
C 0.2397 3.8951 -3.5517 2.39 -0.65 -0.65
C -2.3213 2.6344 -0.3799 -1.28 -0.20 0.74
C 2.5520 3.0078 1.4630 0.51 0.87 -0.13
C 0.3228 -0.4228 -0.0042 -0.17 -0.45 0.29
C 1.5044 3.0043 -3.5030 -0.09 0.45 0.30
C -3.6180 1.0237 4.0895 1.74 -1.31 1.56
C 2.7124 -5.0717 -1.9338 0.63 -1.31 -0.59
C -0.8805 0.5579 -6.2216 -0.31 -0.95 0.34
C 2.4558 -4.7295 2.1741 -0.32 -0.26 1.45
C 0.1804 2.3899 5.0364 2.43 0.61 -1.98
C -1.4160 0.7533 -4.7927 0.74 0.71 -1.04
C 0.0215 0.8332 4.8012 -0.94 0.40 0.56
C -4.3065 1.6135 2.8996 -0.12 0.78 -3.86
C -1.4531 0.4120 4.9564 0.34 -0.36 0.55
H 4.4956 -5.4029 2.5513 0.08 -0.14 -0.35
H 0.8351 -1.8355 1.5839 -0.41 -0.35 -0.29
H 2.5644 -3.7479 2.6352 -0.06 0.09 0.09
H 3.0781 -5.8359 -1.2479 -0.09 0.19 0.28
H 1.8819 -6.5718 -3.2282 -0.25 0.19 -0.01
H -0.5918 -0.4877 -6.3287 0.51 0.04 -0.11
H 2.3214 2.0074 1.8292 -0.03 0.31 -0.18
H -1.6366 0.7090 -6.9920 -0.36 0.13 0.34
H 3.4973 -6.1913 -3.6789 0.36 0.20 0.46
H -1.7071 0.8335 5.9290 -0.72 0.21 -0.13
H -1.8475 1.6946 -0.0964 -0.26 -0.32 -0.40
H 1.6895 2.7736 -2.4539 0.06 -0.08 0.06
H 2.1222 -0.8601 1.0517 0.49 -0.19 -0.36
H 1.3609 2.0571 -4.0229 -0.09 0.11 -0.14
H 0.7232 0.0361 -0.9082 0.35 -0.10 0.10
H -1.5064 3.3031 -0.6573 -0.49 0.10 -0.28
H -4.4111 2.0453 -1.0757 0.51 -0.68 0.21
H -0.0068 4.1023 -4.5930 -0.30 0.18 0.08
H -3.9556 1.1172 1.9948 0.27 -0.59 0.19
H 1.4744 -5.1426 2.4071 -0.17 0.32 0.10
H -0.0773 1.2493 -6.4764 0.16 -0.18 0.33
H 0.1051 0.3675 0.7142 -0.23 0.08 -0.02
H -2.1177 -0.0080 -4.4521 -0.08 0.04 -0.18
H 3.4632 -5.7314 3.8680 -0.65 -0.31 -0.12
H -0.6046 0.8496 -4.0713 0.16 -0.46 0.02
H -2.8020 3.0054 0.5253 0.38 0.24 0.32
H -3.8976 3.6048 -1.4159 0.19 0.28 -0.58
H -0.5920 -0.9388 -0.2957 -0.15 0.11 0.12
H -1.5298 -0.6712 5.0509 0.21 -0.05 -0.12
H 0.4485 4.8201 -3.0143 -0.39 0.06 0.01
H 3.2455 -6.6569 2.2655 0.41 -0.37 0.61
H 2.4054 3.4887 -3.8793 -0.12 0.13 -0.17
H 2.2724 -5.0299 -4.0498 -0.28 -0.03 0.03
H 1.1783 2.8046 4.8938 0.77 -1.18 -0.11
H 3.4685 -4.2871 -1.9622 -0.40 0.44 0.13
```
Positions in Å, forces in eV/Å.

E_HOMO	-10.54	eV
largest force on an atom	0.0767	hartree/bohr
LUMO	-0.78	eV
ΔE to the lowest compared entry with this formula, charge and spin	1.710	eV



Record 2
This record from the Open Molecules 2025 dataset describes a molecular structure, C5H12O2. The level of theory is wB97M-V/def2-TZVPD.

XYZ file:
```
19
Properties=species:S:1:pos:R:3:forces:R:3
O -0.5836 0.6277 -1.3144 -0.52 -1.87 2.78
O 1.0450 1.6302 0.6378 0.44 0.03 0.21
C -2.3189 -0.9483 0.5699 -0.33 0.15 0.09
C -1.1066 -0.3262 1.2407 0.13 0.19 -0.07
C 1.2583 0.2883 0.3082 0.56 0.12 -2.56
C 1.7461 0.2342 -1.5685 1.46 -0.28 1.59
C 0.0111 -0.4398 0.2734 -0.81 0.77 -1.81
H -0.3833 1.4844 -0.8862 -0.17 -0.60 -0.16
H 1.9828 -0.2064 1.0313 -0.25 0.45 -1.25
H -2.1531 -2.0066 0.3045 0.04 0.42 0.12
H -2.4951 -0.3720 -0.3387 -0.27 -0.22 0.04
H 2.7514 0.2431 -1.2345 1.69 -0.10 -0.51
H 1.8760 2.0852 0.4681 -0.07 0.21 0.09
H 1.6374 1.0795 -2.2872 -0.61 -0.14 1.45
H 0.2247 -1.5201 0.1417 -0.33 0.67 -1.14
H -3.1621 -0.8944 1.2500 -0.32 -0.05 -0.08
H 1.6261 -0.6572 -2.2275 -0.54 0.22 1.34
H -0.8700 -0.9179 2.1404 0.24 0.22 -0.13
H -1.2234 0.7225 1.5279 -0.34 -0.20 0.02
```
Positions in Å, forces in eV/Å.

E_HOMO	-8.68	eV
largest force on an atom	0.0658	hartree/bohr
LUMO	0.54	eV
ΔE to the lowest compared entry with this formula, charge and spin	5.387	eV



Record 3
This record from the Open Molecules 2025 dataset describes 2 unconnected molecules or ions with the total composition C6H8O2S. The level of theory is wB97M-V/def2-TZVPD.

XYZ file:
```
17
Properties=species:S:1:pos:R:3:forces:R:3
S -0.2972 1.5057 2.3004 -0.66 0.10 1.18
O -0.2703 -1.8008 1.7654 -0.26 0.48 0.01
O -0.9953 -1.3927 -0.1934 -0.71 -0.26 -0.54
C -0.0864 1.5019 -0.1884 2.26 -0.97 -0.17
C -0.9220 -1.3870 -1.6485 0.47 -0.82 -0.12
C -0.9118 1.9720 0.7913 2.17 -1.63 -1.57
C 1.0902 0.8034 0.2944 0.08 1.22 0.31
C 0.0934 -1.6117 0.5124 0.37 -1.51 -0.55
C 1.0378 0.7165 1.6341 2.73 -0.05 1.92
H 2.0559 0.5573 -0.1647 -1.00 -0.15 -0.52
H -1.2058 -1.5260 1.8845 0.04 -0.22 0.06
H -1.8426 2.2598 0.4642 -2.19 1.09 0.42
H 0.1499 -1.6572 -1.9849 -1.79 0.34 0.58
H -1.1524 -0.3379 -1.9151 -0.08 -0.83 -0.32
H -0.1519 1.4464 -1.2548 -0.93 0.85 -0.44
H 1.9316 0.3419 2.2751 -2.09 0.67 -0.99
H -1.7081 -2.1647 -2.0445 1.60 1.69 0.76
```
Positions in Å, forces in eV/Å.

E_HOMO	-8.36	eV
largest force on an atom	0.0649	hartree/bohr
LUMO	0.78	eV
ΔE to the lowest compared entry with this formula, charge and spin	2.213	eV